Record 1
Computed, not measured: the molecule C4H5NO2, with ωB97M-V/def2-TZVPD.

ORCA input file:
```
! wB97M-V def2-TZVPD RIJCOSX def2/J DEFGRID3
* xyz 0 1
O -1.2914 1.9863 -1.1853
C -0.8529 0.8833 -0.9663
C -0.4900 0.4715 0.4494
C -0.5606 -0.9684 0.8012
N 0.7084 -0.2746 0.8784
C 1.7384 -0.2738 -0.0577
O 1.6775 0.3792 -1.0727
H -0.8416 0.1075 -1.7615
H -0.7163 1.2497 1.1684
H -0.7100 -1.6634 -0.0266
H -0.9969 -1.2629 1.7481
H 2.6648 -0.7879 0.2403
*
```

Its SMILES is O=C[C@H]1CN1C=O. The strongest force on any atom comes out at 0.014 Eh/bohr. For the gap between HOMO and LUMO, the calculation gives 0.3882 hartree.

***

Record 2
Computed, not measured: the molecule C4H5NO2 at a distorted geometry, with ωB97M-V/def2-TZVPD.

ORCA input file:
```
! wB97M-V def2-TZVPD RIJCOSX def2/J DEFGRID3
* xyz 0 1
O 2.5787 -0.3536 0.0256
C 1.3672 -0.2742 0.0501
O 0.9474 0.9494 0.7374
C -0.3377 1.2600 -0.2461
C -0.8950 -0.1946 -0.2904
N -0.8500 -0.9006 0.9751
C 0.1844 -1.1279 -0.2068
H -0.0767 1.5353 -1.4004
H -1.1311 1.9636 0.3516
H -1.7176 -0.7046 -0.7707
H -0.2292 -0.0766 1.4576
H 0.1597 -2.0764 -0.6831
*
```

Its SMILES is O=C1OC[C@@H]2N[C@H]12. The strongest force on any atom comes out at 0.107 Eh/bohr. For the gap between HOMO and LUMO, the calculation gives 0.4078 hartree.

***

Record 3
Computed, not measured: the molecule C4H5NO2, with ωB97M-V/def2-TZVPD.

ORCA input file:
```
! wB97M-V def2-TZVPD RIJCOSX def2/J DEFGRID3
* xyz 0 1
O 2.0717 -1.3831 -0.5838
C 1.0296 -0.8364 -0.3684
C 0.8548 0.6403 -0.1543
C -0.5942 1.0517 0.1300
N -1.3594 0.0310 0.8337
C -1.1289 -1.1462 0.4628
O -0.1487 -1.5530 -0.4244
H 1.1499 0.9902 -1.1487
H 1.5761 1.0069 0.5841
H -1.1009 1.2073 -0.8296
H -0.6549 1.9944 0.6822
H -1.6952 -2.0030 0.8164
*
```

Its SMILES is O=C1CCN=CO1. The strongest force on any atom comes out at 0.012 Eh/bohr. For the gap between HOMO and LUMO, the calculation gives 0.4170 hartree.

***

Record 4
Computed, not measured: a structure of composition C4H5NO2, with ωB97M-V/def2-TZVPD.

ORCA input file:
```
! wB97M-V def2-TZVPD RIJCOSX def2/J DEFGRID3
* xyz 0 1
N 0.4415 1.2589 1.0354
C 0.1618 0.2420 0.0942
C -1.1739 0.0964 -0.6226
C -0.6597 -1.0236 0.1916
O 0.3099 -1.7739 -0.5737
C 1.1629 -0.6847 -0.5524
O 2.3231 -0.6607 -0.8256
H 0.4048 2.1812 0.6170
H 1.3713 1.1290 1.4226
H -1.9829 0.6567 -0.1595
H -1.2191 0.0188 -1.7064
H -1.1097 -1.4917 1.0562
*
```

The strongest force on any atom comes out at 0.013 Eh/bohr. For the gap between HOMO and LUMO, the calculation gives 0.3856 hartree.

***

Record 5
Computed, not measured: the molecule C4H5NO2 at a distorted geometry, with ωB97M-V/def2-TZVPD.

ORCA input file:
```
! wB97M-V def2-TZVPD RIJCOSX def2/J DEFGRID3
* xyz 0 1
O -2.3177 -0.6493 -1.0049
C -1.2907 -0.3946 -0.3989
N -0.7875 0.8629 -0.2275
C 0.6323 0.9623 -0.0391
C 1.0596 -0.3087 0.6434
O 0.2451 -0.9862 1.5043
C -0.2777 -1.3446 0.1724
H -1.2900 1.6017 -0.6803
H 0.9019 1.9212 0.4124
H 1.1969 0.8852 -0.9886
H 2.1514 -0.2239 0.9301
H -0.2876 -2.3241 -0.3298
*
```

Its SMILES is O=C1NC[C@H]2O[C@@H]12. The strongest force on any atom comes out at 0.059 Eh/bohr. For the gap between HOMO and LUMO, the calculation gives 0.3641 hartree.

***

Record 6
Computed, not measured: a structure of composition C4H5NO2, with ωB97M-V/def2-TZVPD.

ORCA input file:
```
! wB97M-V def2-TZVPD RIJCOSX def2/J DEFGRID3
* xyz 0 1
O 2.2712 1.2856 -0.1929
C 0.9725 1.3477 -0.1667
C 0.2738 0.0749 -0.5488
C 0.0911 -0.8421 0.6970
N -1.3456 -1.1057 0.7509
C -1.8612 -0.4264 -0.1805
O -1.0670 0.3170 -0.9880
H 1.7442 2.2590 0.1963
H 0.8343 -0.4116 -1.3581
H 0.6558 -1.7729 0.6072
H 0.4065 -0.3490 1.6237
H -2.9199 -0.3750 -0.4141
*
```

The strongest force on any atom comes out at 0.010 Eh/bohr. For the gap between HOMO and LUMO, the calculation gives 0.3525 hartree.

***

Record 7
Computed, not measured: the molecule C4H5NO2, with ωB97M-V/def2-TZVPD.

ORCA input file:
```
! wB97M-V def2-TZVPD RIJCOSX def2/J DEFGRID3
* xyz 0 1
N 1.0778 1.6765 0.3056
C 0.3369 0.5552 0.0146
C -0.9521 0.3503 -0.2757
C -1.1886 -1.1308 -0.2840
O 0.1157 -1.7218 -0.2854
C 1.0400 -0.7579 -0.0808
O 2.2248 -0.9569 -0.0126
H 0.5680 2.4141 0.7701
H 1.9523 1.4528 0.7649
H -1.7333 1.0843 -0.4293
H -1.7564 -1.5222 -1.1310
H -1.6852 -1.4437 0.6436
*
```

Its SMILES is NC1=CCOC1=O. The strongest force on any atom comes out at 0.010 Eh/bohr. For the gap between HOMO and LUMO, the calculation gives 0.3612 hartree.

***

Record 8
Computed, not measured: the molecule C4H5NO2, with ωB97M-V/def2-TZVPD.

ORCA input file:
```
! wB97M-V def2-TZVPD RIJCOSX def2/J DEFGRID3
* xyz 0 1
N 0.8565 -1.6531 -1.3368
C 0.2775 -0.7206 -0.4898
C 0.6015 0.5627 -0.1583
C -0.4703 0.9882 0.7089
O -0.6063 2.1773 1.3543
C -1.3500 -0.0331 0.8111
O -0.8706 -1.1080 0.0877
H 0.7022 -2.6081 -1.0398
H 1.8313 -1.4757 -1.5360
H 1.4297 1.1516 -0.5419
H -0.0531 2.8385 0.9247
H -2.3483 -0.1199 1.2160
*
```

Its SMILES is Nc1cc(O)co1. The strongest force on any atom comes out at 0.007 Eh/bohr. For the gap between HOMO and LUMO, the calculation gives 0.3111 hartree.

***

Record 9
Computed, not measured: the molecule C4H5NO2 at a distorted geometry, with ωB97M-V/def2-TZVPD.

ORCA input file:
```
! wB97M-V def2-TZVPD RIJCOSX def2/J DEFGRID3
* xyz 0 1
H -3.1204 0.1076 -0.1617
N -2.2476 -0.3729 -0.0845
C -1.1149 0.1891 -0.2116
C -0.0268 -0.8144 -0.2260
C 1.1265 0.0649 0.2327
O 2.4240 -0.3022 0.3881
C 0.7072 1.3400 0.2369
O -0.6671 1.4591 -0.0801
H -0.8957 -1.4817 0.1862
H 0.1879 -1.2537 -1.2055
H 2.4555 -1.2602 0.4787
H 1.1976 2.2826 0.4615
*
```

Its SMILES is [H]/N=C1/CC(O)=CO1. The strongest force on any atom comes out at 0.064 Eh/bohr. For the gap between HOMO and LUMO, the calculation gives 0.3382 hartree.

***

Record 10
Computed, not measured: the molecule C4H5NO2, with ωB97M-V/def2-TZVPD.

ORCA input file:
```
! wB97M-V def2-TZVPD RIJCOSX def2/J DEFGRID3
* xyz 0 1
O -1.9071 -0.1210 1.4000
C -1.1036 -0.5930 0.6571
C -0.2193 0.5722 -0.9739
C 0.3806 1.0793 0.2952
N 0.4723 -0.2804 0.8879
C 0.9807 -1.0119 -0.1475
O 0.5538 -0.5348 -1.2826
H -1.2233 -1.5069 0.0431
H -0.5119 1.1258 -1.8586
H 1.3651 1.5668 0.1829
H -0.2729 1.6733 0.9349
H 1.4577 -1.9843 -0.1174
*
```

The strongest force on any atom comes out at 0.008 Eh/bohr. For the gap between HOMO and LUMO (alpha / beta), the calculation gives 0.3014 / 0.3016 hartree.

***

Calculated values (kJ/mol) of relative energy (zero: lowest compared OMol25 entry of this formula, charge and spin) for the records, taken in order: 216.4; 395.4; 62.5; 180.8; 280.7; 461.9; 31.5; 109.8; 295.4; 438.7.